ORCA calculation (ωB97M-V with the def2-TZVPD basis set) on an isolated molecule of C7H8N4O in a non-equilibrium geometry.

LUMO energy in eV: -0.423
Energy relative to the best compared isomer or geometry (same formula, charge and spin) in kJ/mol: 182.55
Strongest force on any atom in eV/Å: 4.4
HOMO energy in eV: -8.138
Orbital gap in eV: 7.72
Net charge: 0

Cartesian coordinates (Å):
1 H -3.51413 0.31145 3.10749
2 N -3.24532 -0.51569 2.53384
3 C -2.35000 -0.41852 1.59203
4 C -1.57542 0.73495 1.31536
5 C -0.61591 0.45432 0.38530
6 N -0.75266 -0.88606 0.09263
7 N -1.90563 -1.42299 0.78316
8 C 0.18138 -1.47842 -0.70078
9 O 0.07413 -2.67683 -0.97687
10 C 1.35812 -0.71566 -1.25134
11 C 1.29438 0.75200 -0.89301
12 C 2.41149 1.64051 -1.32654
13 N 0.38695 1.28124 -0.05389
14 H -1.71219 1.71146 1.76884
15 H -1.83758 -2.36819 1.14728
16 H 2.30113 -1.13916 -0.90102
17 H 1.37772 -0.84338 -2.33951
18 H 3.41442 1.12569 -1.22672
19 H 2.41588 2.53595 -0.69439
20 H 2.29325 1.91732 -2.36187

natural (NBO) atomic charge list, values in e, 4 entries: H 0.3620; N -0.7458; C 0.3684; C -0.3150